# 1
Computed, not measured: a structure of composition C4H5N3 at a distorted geometry, with wB97M-V/def2-TZVPD.

```
12
Properties=species:S:1:pos:R:3:forces:R:3
C -2.11621 0.96823 -0.01856 -3.26 -2.07 3.13
C 0.38712 -0.11095 -0.27053 -6.97 2.10 1.37
C 1.52459 -0.62337 -0.02260 4.97 -2.44 -0.47
C 2.69052 0.13749 -0.22065 13.58 3.10 6.53
H -3.24579 0.99199 0.30233 2.22 1.48 -0.73
H -1.51438 2.15674 -0.28179 -1.62 -4.47 0.64
H -0.86588 -2.01393 -0.03832 1.32 3.61 -0.32
H 0.06938 1.05006 -0.17848 1.51 -3.06 -0.99
H 1.85615 -1.67620 0.22387 -1.28 1.03 -0.38
N -1.95830 -0.41171 0.34369 1.21 7.02 -3.91
N -0.78921 -0.89633 -0.14041 0.54 -3.85 0.84
N 3.96199 0.42797 0.30143 -12.23 -2.45 -5.71
```
Forces are in eV/Å.

* calculated total energy: -319.3755 hartree
* energy relative to the best compared isomer or geometry (same formula, charge and spin): 884.0 kJ/mol
* HOMO level: -8.56 eV
* lowest unoccupied orbital energy: -0.65 eV
* gap between HOMO and LUMO: 7.91 eV

# 2
Computed, not measured: a structure of composition C4H5N3 at a distorted geometry, with wB97M-V/def2-TZVPD.

```
12
Properties=species:S:1:pos:R:3:forces:R:3
N -1.25368 0.81895 1.05114 2.36 1.02 0.72
C -0.20730 -0.28660 -1.55928 0.57 -0.98 -3.75
C -0.24504 0.94412 -1.09951 -0.44 -0.14 1.47
N 0.06224 0.58065 0.18688 -3.16 2.66 3.11
C 0.96950 -0.32825 0.65531 0.15 -0.24 0.68
N 1.20477 -1.40131 -0.00517 1.47 0.69 -0.27
C 0.50491 -1.33606 -1.14269 0.03 -2.77 -1.54
H -0.77841 1.51086 1.63497 -0.95 0.57 0.25
H -1.43792 0.09962 1.76156 0.48 -0.65 -0.68
H -0.87234 1.78024 -1.32393 0.44 0.63 -0.10
H 1.42914 -0.21086 1.62060 -0.42 0.36 0.45
H 0.62412 -2.17136 -1.77987 -0.55 -1.16 -0.35
```
Forces are in eV/Å.

* calculated total energy: -319.4430 hartree
* energy relative to the best compared isomer or geometry (same formula, charge and spin): 706.8 kJ/mol
* HOMO level (alpha / beta): -7.27 / -7.91 eV
* lowest unoccupied orbital energy (alpha / beta): 0.05 / -0.37 eV
* gap between HOMO and LUMO (alpha / beta): 7.32 / 7.54 eV

# 3
Computed, not measured: the molecule C4H5N3, with wB97M-V/def2-TZVPD.

```
12
Properties=species:S:1:pos:R:3:forces:R:3
N 1.46390 -1.19970 0.88366 0.04 -0.03 0.03
C 0.52781 -0.49226 0.17617 -0.07 0.12 -0.02
C -0.78541 -0.31373 0.64475 0.07 0.14 -0.04
N 0.92422 0.04871 -0.98019 -0.20 0.06 0.17
C 0.05749 0.86424 -1.57545 0.01 0.07 -0.05
N -1.09713 1.30627 -1.09126 0.09 -0.25 0.03
C -1.50032 0.69209 0.03054 -0.05 -0.06 0.01
H 1.27713 -1.34880 1.86362 0.01 0.03 -0.15
H 2.41681 -0.93770 0.67183 -0.10 -0.20 -0.07
H -1.19169 -0.88567 1.47229 0.16 0.24 0.06
H 0.33822 1.22044 -2.56564 0.04 0.05 0.20
H -2.43103 1.04611 0.46969 0.00 -0.17 -0.18
```
Forces are in eV/Å.

* calculated total energy: -319.7041 hartree
* energy relative to the best compared isomer or geometry (same formula, charge and spin): 21.3 kJ/mol
* HOMO level: -9.18 eV
* lowest unoccupied orbital energy: 0.95 eV
* SMILES string: Nc1ccncn1
* gap between HOMO and LUMO: 10.13 eV

# 4
Computed, not measured: the molecule C4H5N3 at a distorted geometry, with wB97M-V/def2-TZVPD.

```
12
Properties=species:S:1:pos:R:3:forces:R:3
C 0.20288 -1.08404 1.47588 0.23 -0.96 0.22
C 0.23350 0.45960 -1.80240 -0.91 0.80 -0.04
C -0.11037 0.20743 0.91150 -1.19 3.21 -0.40
C -0.82439 1.18560 0.02422 -0.02 -0.31 1.40
N -0.42369 1.32484 -1.33352 -0.96 2.22 1.32
N 0.18913 1.43027 1.08243 0.65 -1.12 -0.10
N 0.84328 -0.45554 -2.22838 2.40 -2.41 -2.47
H 0.79911 -0.52116 -3.24599 0.14 -0.76 0.32
H -1.74298 1.71106 0.26355 -0.26 -0.61 -0.21
H -0.68224 -1.49993 1.96309 0.05 -0.02 -0.05
H 0.50646 -1.76944 0.68108 -0.03 -0.03 0.12
H 1.00930 -0.98869 2.20854 -0.10 0.00 -0.10
```
Forces are in eV/Å.

* calculated total energy: -319.5775 hartree
* energy relative to the best compared isomer or geometry (same formula, charge and spin): 353.7 kJ/mol
* HOMO level: -8.98 eV
* lowest unoccupied orbital energy: 0.91 eV
* SMILES string: CC1=N[C@H]1N=C=N
* gap between HOMO and LUMO: 9.89 eV